--- 1 ---
{"formula": "CH4OP2", "method": "wB97M-V/def2-TZVPD", "gap_ev": 8.505, "lumo_energy_ev": -1.0274, "symbols": ["C", "P", "H", "H", "H", "O", "P", "H"], "coordinates": [[-1.4840, -0.2166, 0.2517], [0.0762, -0.3300, -0.3752], [-2.1646, -1.0230, 0.6086], [-1.9647, 0.6916, -0.0014], [0.0397, 0.9778, -0.7928], [4.4283, -0.0156, -1.1003], [3.8661, -0.0607, 0.2482], [2.5716, 0.8628, 0.2281]], "nbo_charge": [-0.7724, 0.4054, 0.2217, 0.2027, -0.0583, -0.9578, 1.1556, -0.1969]}


--- 2 ---
{"formula": "CH4OP2", "method": "wB97M-V/def2-TZVPD", "gap_ev": 8.603, "lumo_energy_ev": -0.3798, "symbols": ["C", "P", "P", "O", "H", "H", "H", "H"], "coordinates": [[0.0681, 0.5412, -0.0466], [1.3143, 0.5466, -1.4021], [1.0822, -1.4543, -1.6904], [1.6789, -2.5170, -2.4586], [0.4327, 0.9083, 0.9709], [-0.1363, -0.5711, 0.2511], [-0.8672, 1.0839, -0.2713], [0.2750, -1.8699, -0.5655]], "nbo_charge": [-0.9541, 0.1302, 1.2255, -1.0105, 0.2451, 0.2220, 0.2370, -0.0953]}


Q: Which of them is the most stable? A: 2.


--- 1 ---
{"formula": "C2H6N3O2", "method": "wB97M-V/def2-TZVPD", "gap_ev": 10.952, "total_charge": 1, "lumo_energy_ev": -4.1230, "symbols": ["O", "C", "N", "N", "C", "O", "N", "H", "H", "H", "H", "H", "H"], "coordinates": [[3.0711, -0.2254, 0.1828], [1.8704, -0.2532, 0.1384], [1.0829, 0.9503, 0.3739], [-0.2822, 0.7612, 0.0635], [-0.4847, -0.6952, -0.2444], [-1.3328, -1.1513, 0.7300], [1.0563, -1.2338, -0.3865], [1.2697, 1.9221, 0.4343], [-0.6089, 1.3469, -0.8179], [-0.7508, 1.0650, 0.9280], [-1.0157, -0.8888, -1.1676], [-2.0226, -1.8376, 0.5865], [1.1127, -2.2426, -0.1762]], "nbo_charge": [-0.4959, 0.7630, -0.4939, -0.3813, 0.3928, -0.7155, -0.6287, 0.4340, 0.4517, 0.4679, 0.2095, 0.5445, 0.4519]}


--- 2 ---
{"formula": "C2H6N3O2", "method": "wB97M-V/def2-TZVPD", "gap_ev": [7.692, 7.693], "total_charge": 1, "lumo_energy_ev": [-5.3232, -5.3232], "symbols": ["C", "C", "N", "N", "N", "O", "O", "H", "H", "H", "H", "H", "H"], "coordinates": [[0.7897, -0.7935, 0.3565], [-1.5479, 1.5853, -0.7925], [1.1776, -0.1633, -0.6230], [0.8850, -1.7271, 1.1915], [-0.3401, 1.9882, -0.7286], [0.0583, -2.8415, 1.1253], [1.5989, -1.5559, 2.2143], [-0.5512, -2.9444, 1.8599], [-1.9350, 0.6133, -1.2668], [-2.3467, 2.2999, -0.7024], [1.8442, -0.4746, -1.2291], [0.2603, 1.1801, -1.0312], [0.1069, 2.8335, -0.3739]], "nbo_charge": [0.4952, 0.1231, -0.6831, 0.2859, -0.5911, -0.5178, -0.4002, 0.5111, 0.2469, 0.2197, 0.4011, 0.4484, 0.4607]}


--- 3 ---
{"formula": "C2H6N3O2", "method": "wB97M-V/def2-TZVPD", "gap_ev": 8.838, "total_charge": 1, "lumo_energy_ev": -6.6567, "symbols": ["C", "C", "N", "N", "N", "O", "O", "H", "H", "H", "H", "H", "H"], "coordinates": [[-1.0458, 1.1779, 0.1360], [-0.6996, -1.2219, 0.1199], [2.5612, -0.9171, -0.1414], [1.0576, 0.2299, -0.2503], [-0.1648, 0.1083, -0.0408], [3.4101, -0.2195, -0.3764], [1.6065, 1.2780, -0.5310], [-1.3673, 1.3635, -0.8079], [-1.9881, 0.8148, 0.7345], [-0.6510, 2.1141, 0.6738], [-1.3280, -1.4378, -0.7249], [0.0370, -1.9902, 0.3008], [-1.4278, -1.2998, 0.9078]], "nbo_charge": [-0.4607, -0.4407, 0.4699, 0.3094, -0.0860, 0.0309, -0.3190, 0.2373, 0.2524, 0.2761, 0.2411, 0.2441, 0.2453]}


--- 4 ---
{"formula": "C2H6N3O2", "method": "wB97M-V/def2-TZVPD", "gap_ev": 10.748, "total_charge": 1, "lumo_energy_ev": -4.3226, "symbols": ["C", "C", "N", "N", "N", "O", "O", "H", "H", "H", "H", "H", "H"], "coordinates": [[0.6762, 1.8660, 0.7968], [-2.1828, -1.6501, -1.2655], [-2.8971, -2.5295, -1.6194], [0.5563, 0.5598, 0.5352], [1.6493, -0.2637, 0.4767], [1.8086, 2.6010, 0.9029], [-1.2922, -1.0680, -0.7642], [-0.2257, 2.5316, 0.7433], [-0.3738, 0.0920, 0.1609], [-3.7255, -2.4507, -2.2128], [1.6459, -0.9747, -0.2686], [1.7547, -0.8468, 1.2852], [2.6062, 2.1332, 1.2295]], "nbo_charge": [0.5430, 0.8813, -0.6706, -0.3611, -0.6691, -0.5942, -0.6195, 0.2364, 0.4796, 0.4447, 0.4046, 0.3871, 0.5378]}


Q: Which of them is the most stable? A: 4.


--- 1 ---
{"formula": "CH6O3", "method": "wB97M-V/def2-TZVPD", "gap_ev": 10.892, "lumo_energy_ev": 0.5619, "symbols": ["C", "O", "H", "H", "O", "H", "H", "O", "H", "H"], "coordinates": [[0.5711, -0.3245, 0.4236], [-0.0432, 0.6798, 0.2382], [1.5957, -0.3960, 0.0419], [0.1657, -1.1413, 1.0260], [-1.2837, 3.9165, -2.4701], [-1.8485, 3.1709, -2.3916], [-1.0941, 4.1470, -1.5502], [0.9380, -4.0135, 1.8835], [0.7966, -4.9129, 1.5190], [0.0488, -3.6616, 1.8352]], "nbo_charge": [0.2828, -0.4979, 0.1121, 0.1029, -0.9331, 0.4648, 0.4681, -0.9314, 0.4694, 0.4623]}


--- 2 ---
{"formula": "CH6O3", "method": "wB97M-V/def2-TZVPD", "gap_ev": 11.240, "lumo_energy_ev": 0.5433, "symbols": ["C", "O", "H", "H", "O", "H", "H", "O", "H", "H"], "coordinates": [[-0.3453, -0.0639, -0.6179], [0.0871, -0.2190, 0.4729], [0.0952, -0.4778, -1.4343], [-1.2991, 0.5924, -0.7433], [-0.6067, 2.8782, 0.3010], [-0.4482, 2.0136, 0.7148], [-0.5191, 3.3286, 1.0715], [1.1509, -2.7683, -0.2691], [0.3885, -2.2946, -0.0585], [1.4966, -2.9893, 0.5630]], "nbo_charge": [0.2911, -0.5268, 0.1260, 0.1147, -0.9234, 0.4644, 0.4566, -0.9281, 0.4601, 0.4653]}


Q: Which of them is the most stable? A: 1.


--- 1 ---
{"formula": "C5H8N", "method": "wB97M-V/def2-TZVPD", "gap_ev": [7.561, 9.213], "total_charge": 1, "s_squared": 2.01, "multiplicity": 3, "lumo_energy_ev": [-3.1252, -7.5420], "symbols": ["C", "C", "C", "C", "C", "N", "H", "H", "H", "H", "H", "H", "H", "H"], "coordinates": [[-0.4877, -1.5294, -0.3341], [-0.9242, -0.3343, -0.2436], [1.5551, 0.1277, 0.7627], [1.6461, 0.4573, -0.5918], [-2.0256, 0.6016, -0.0336], [0.4873, -0.3206, -0.0304], [-0.3122, -2.5929, -0.1936], [2.0625, -0.6982, 1.2000], [1.3769, 0.8428, 1.5593], [1.2953, 1.4577, -0.9417], [2.2727, -0.1662, -1.2891], [-2.8217, 0.0030, -0.5137], [-1.8464, 1.6676, -0.3917], [-2.2782, 0.4839, 1.0412]], "mulliken_spin": [0.9837, 0.7985, 0.0280, 0.0891, -0.0238, -0.0052, -0.0058, 0.0063, 0.0052, -0.0003, 0.0030, 0.0098, 0.0210, 0.0905]}


--- 2 ---
{"formula": "C5H8N", "method": "wB97M-V/def2-TZVPD", "gap_ev": [8.001, 7.468], "total_charge": 1, "s_squared": 2.01, "multiplicity": 3, "lumo_energy_ev": [-3.5591, -8.4971], "symbols": ["C", "C", "C", "C", "C", "N", "H", "H", "H", "H", "H", "H", "H", "H"], "coordinates": [[0.7883, -0.3004, 0.7259], [1.4308, -0.2764, 1.8793], [-1.5430, -1.2984, 0.1260], [0.5021, 0.1270, -0.8259], [-0.0556, 1.3913, -1.2171], [-0.4146, -0.7282, 0.0389], [1.0047, -0.8409, 2.7286], [2.2809, 0.4442, 2.1150], [-2.4127, -1.5869, -0.6346], [-1.8333, -1.6217, 1.1513], [0.9718, -0.4770, -1.6492], [-0.4203, 1.3212, -2.3523], [0.7371, 2.1039, -1.3304], [-1.0362, 1.7421, -0.7555]], "mulliken_spin": [0.4963, 0.7323, 0.5852, 0.0145, 0.0226, 0.0573, 0.0290, 0.0206, 0.0009, 0.0170, 0.0207, 0.0014, -0.0022, 0.0044]}


Q: Which of them is the most stable? A: 2.